DFT (ωB97M-V/def2-TZVPD) results for 7 unconnected molecules or ions with the total composition C11H36O11.

Last column: natural (NBO) charge in e.
Geometry (Å):
O (-2.028, -1.933, -1.028)  -0.71
O (3.226, -0.072, -4.687)  -0.71
O (0.677, -1.305, 3.346)  -0.73
O (-3.451, -0.225, 0.821)  -0.69
O (-0.430, -4.757, 5.571)  -0.72
O (1.300, -2.550, -4.306)  -0.72
O (0.323, 0.212, 0.818)  -0.75
O (6.417, 2.008, 0.065)  -0.72
O (-2.646, 5.190, -1.858)  -0.75
O (-0.343, 3.283, -2.029)  -0.74
O (-0.021, 2.316, 4.646)  -0.73
C (6.005, 2.175, -1.313)  -0.27
C (-1.133, 2.678, 3.905)  -0.24
C (-3.167, -2.360, -0.363)  -0.09
C (-2.708, 3.738, -1.714)  -0.09
C (-1.642, 3.070, -2.620)  -0.09
C (1.317, -1.515, 2.097)  -0.08
C (-4.035, -1.144, -0.054)  -0.09
C (1.571, -0.208, 1.300)  -0.08
C (1.243, -1.507, -5.272)  -0.10
C (1.816, -0.236, -4.724)  -0.09
C (-1.672, -5.292, 5.721)  -0.24
H (7.319, 1.693, -0.021)  0.46
H (1.887, -1.811, -6.098)  0.19
H (5.986, 3.250, -1.496)  0.17
H (-0.103, 4.211, -2.087)  0.48
H (-2.212, -5.456, 4.789)  0.16
H (-4.419, -0.702, -0.974)  0.16
H (3.507, -0.633, -3.960)  0.46
H (1.472, 0.576, -5.365)  0.18
H (0.215, -1.335, -5.591)  0.17
H (-3.701, 3.446, -2.056)  0.17
H (1.453, -0.006, -3.722)  0.16
H (5.025, 1.707, -1.413)  0.18
H (0.458, 0.913, 0.175)  0.48
H (0.157, 1.380, 4.528)  0.47
H (-3.639, -3.130, -0.973)  0.18
H (-2.602, 3.496, -0.657)  0.18
H (0.627, -2.370, -3.645)  0.47
H (0.811, -2.149, 1.369)  0.16
H (2.253, -0.310, 0.455)  0.17
H (1.942, 0.615, 1.911)  0.18
H (-2.168, -4.642, 6.442)  0.18
H (-1.593, -1.332, -0.419)  0.46
H (-1.615, 3.560, -3.593)  0.18
H (6.653, 1.875, -2.136)  0.17
H (2.247, -2.000, 2.393)  0.17
H (-0.852, 2.774, 2.856)  0.15
H (-4.940, -1.517, 0.426)  0.17
H (-3.356, 5.622, -1.377)  0.48
H (0.150, -5.466, 5.283)  0.46
H (-1.478, 3.656, 4.240)  0.17
H (-2.537, -0.124, 0.544)  0.46
H (-1.509, -6.251, 6.213)  0.15
H (-1.836, 2.017, -2.821)  0.19
H (0.630, -2.138, 3.822)  0.48
H (-1.870, 1.889, 4.057)  0.17
H (-2.983, -2.878, 0.579)  0.16

Output
Relative energy (zero: lowest compared OMol25 entry of this formula, charge and spin) = 156.7 kJ/mol
Calculated total energy = -1268.158950 a.u.
E_HOMO = -9.77 eV
Gap between HOMO and LUMO = 10.08 eV
Structure (SMILES) = OCCO.OCCO.OCCO.OCCO.CO.CO.CO

DFT (ωB97M-V/def2-TZVPD) results for a single C7H13NSSi molecule.

Last column: natural (NBO) charge in e.
Geometry (Å):
S (1.665, -1.385, -0.190)  0.34
Si (-1.174, -0.353, 0.082)  1.81
N (0.578, -0.007, -0.113)  -0.96
C (-1.610, -0.905, 1.749)  -1.16
C (1.162, 1.227, -0.469)  0.07
C (3.447, 0.675, 0.225)  -0.24
C (-1.797, -1.698, -1.072)  -1.11
C (-1.977, 1.291, -0.511)  -1.11
C (2.481, 1.571, -0.345)  -0.36
C (3.270, -0.635, 0.319)  -0.32
H (-1.240, -1.880, 1.891)  0.25
H (-2.996, 1.316, -0.181)  0.24
H (-1.408, 2.213, -0.164)  0.23
H (-1.941, -2.616, -0.661)  0.23
H (-1.932, 1.545, -1.558)  0.25
H (-1.265, -0.113, 2.442)  0.25
H (-2.646, -1.005, 1.935)  0.25
H (3.890, -1.409, 0.719)  0.22
H (4.484, 0.874, 0.551)  0.23
H (2.747, 2.566, -0.603)  0.22
H (-1.158, -1.718, -1.905)  0.24
H (-2.928, -1.464, -1.493)  0.24
H (0.346, 1.908, -0.649)  0.20

Output
Relative energy (zero: lowest compared OMol25 entry of this formula, charge and spin) = 52.2 kJ/mol
Calculated total energy = -1016.916131 a.u.
E_HOMO = -7.01 eV
Gap between HOMO and LUMO = 7.82 eV
Structure (SMILES) = C[Si](C)(C)N1C=CC=CS1

DFT (ωB97M-V/def2-TZVPD) results for a single C26H36N2O7S2 molecule.

Last column: natural (NBO) charge in e.
Geometry (Å):
S (-3.962, 1.257, -0.676)  2.31
S (1.786, 0.347, 1.740)  2.34
O (-1.273, -4.227, 1.221)  -0.51
O (-1.874, -0.958, -2.259)  -0.52
O (2.282, 1.608, 2.214)  -0.94
O (1.781, -0.768, 2.641)  -0.94
O (-2.894, -3.089, -0.653)  -0.52
O (-3.802, 1.696, -2.030)  -0.94
O (-4.796, 0.115, -0.427)  -0.94
N (2.546, -0.028, 0.311)  -0.70
N (-4.490, 2.607, 0.178)  -0.85
C (3.624, 1.046, -1.612)  -0.40
C (5.038, 0.201, 0.313)  -0.22
C (-3.767, -2.749, -1.714)  -0.24
C (-0.076, 1.642, 0.236)  -0.19
C (-1.052, -1.598, -1.368)  0.24
C (6.148, 1.156, -0.136)  -0.39
C (-0.944, -0.148, 1.605)  -0.20
C (-6.069, 3.096, 2.104)  -0.42
C (0.507, -2.838, 0.575)  -0.27
C (-1.334, 1.843, -0.306)  -0.19
C (0.106, 0.633, 1.165)  -0.28
C (1.073, -1.874, -0.235)  0.05
C (3.678, 0.782, -0.104)  -0.05
C (-6.158, 1.621, 1.850)  -0.42
C (-0.819, -3.215, 0.412)  0.24
C (-4.895, 2.371, 1.529)  -0.09
C (-1.622, -2.614, -0.574)  0.27
C (4.739, 2.001, -2.023)  -0.40
C (-2.370, 1.017, 0.089)  -0.35
C (6.094, 1.418, -1.638)  -0.39
C (-1.317, -0.050, -3.176)  -0.25
C (5.100, -0.009, 1.823)  -0.62
C (0.287, -1.270, -1.208)  -0.33
C (-2.420, -3.971, 2.009)  -0.25
C (2.497, -1.438, -0.037)  -0.27
C (-2.202, 0.037, 1.048)  -0.14
H (4.308, -0.672, 2.164)  0.22
H (2.952, -2.046, 0.752)  0.21
H (1.080, -3.315, 1.353)  0.23
H (0.735, -0.511, -1.829)  0.22
H (-6.756, 1.277, 1.021)  0.23
H (-5.169, 3.117, -0.368)  0.40
H (4.601, 2.960, -1.520)  0.20
H (-6.151, 0.948, 2.692)  0.22
H (3.062, -1.576, -0.961)  0.22
H (-1.534, 2.608, -1.039)  0.25
H (-3.047, -0.573, 1.325)  0.24
H (0.770, 2.246, -0.050)  0.23
H (-6.619, 3.760, 1.454)  0.21
H (5.181, -0.762, -0.191)  0.19
H (-3.300, -2.912, -2.686)  0.18
H (4.698, 2.176, -3.101)  0.21
H (3.540, 1.729, 0.426)  0.24
H (-4.612, -3.430, -1.600)  0.18
H (-0.750, -0.902, 2.351)  0.25
H (-4.115, -1.719, -1.631)  0.21
H (-2.589, -4.884, 2.577)  0.19
H (6.891, 2.108, -1.921)  0.21
H (-4.029, 2.204, 2.160)  0.21
H (6.058, -0.439, 2.107)  0.21
H (-0.617, -0.548, -3.854)  0.18
H (-0.815, 0.781, -2.672)  0.17
H (6.255, 0.482, -2.179)  0.19
H (3.740, 0.106, -2.157)  0.19
H (-2.235, -3.142, 2.702)  0.16
H (6.038, 2.101, 0.399)  0.20
H (-3.296, -3.747, 1.400)  0.20
H (4.975, 0.941, 2.338)  0.22
H (2.649, 1.464, -1.870)  0.21
H (7.118, 0.732, 0.131)  0.21
H (-2.166, 0.343, -3.732)  0.22
H (-6.001, 3.446, 3.123)  0.23

Output
Relative energy (zero: lowest compared OMol25 entry of this formula, charge and spin) = 14.7 kJ/mol
Calculated total energy = -2444.823559 a.u.
E_HOMO = -8.04 eV
Gap between HOMO and LUMO = 8.21 eV
Structure (SMILES) = COc1cc(CN([C@@H]2CCCC[C@H]2C)S(=O)(=O)c2ccc(S(=O)(=O)NC3CC3)cc2)cc(OC)c1OC

DFT (ωB97M-V/def2-TZVPD) results for a gas-phase ion, C5H11N2OS (charge +1).

Last column: natural (NBO) charge in e.
Geometry (Å):
S (-1.385, 1.618, -0.284)  0.41
O (1.408, 2.219, 0.290)  -0.72
N (-1.962, -0.853, -0.087)  -0.55
N (-3.741, 0.477, 0.272)  -0.72
C (1.218, 0.784, 0.300)  0.04
C (2.469, 0.027, -0.218)  -0.64
C (-0.623, -1.064, -0.362)  -0.23
C (0.060, 0.505, -0.580)  -0.30
C (-2.466, 0.330, 0.002)  0.35
H (1.985, 2.536, 0.946)  0.50
H (-4.309, -0.250, 0.189)  0.40
H (-0.004, -1.572, 0.385)  0.22
H (-0.278, -1.745, -1.181)  0.24
H (2.866, 0.710, -0.958)  0.23
H (3.280, -0.114, 0.570)  0.24
H (-4.171, 1.359, 0.456)  0.43
H (0.996, 0.212, 1.239)  0.18
H (-2.590, -1.719, -0.061)  0.43
H (2.179, -1.003, -0.740)  0.21
H (0.260, 0.737, -1.662)  0.25

Output
Total charge = +1
Relative energy (zero: lowest compared OMol25 entry of this formula, charge and spin) = 73.1 kJ/mol
Calculated total energy = -779.786043 a.u.
E_HOMO = -13.83 eV
Gap between HOMO and LUMO = 10.77 eV

DFT (ωB97M-V/def2-TZVPD) results for a molecular structure, C15H30CrIO2P2.

Last column: Löwdin spin population.
Geometry (Å):
I (-1.519, 2.640, -0.905)  0.05
Cr (0.122, 0.753, -0.796)  2.69
P (1.292, 1.800, 0.888)  -0.01
P (-1.359, -0.664, -1.846)  -0.01
O (1.196, 2.848, -3.726)  0.00
O (2.585, -0.012, -2.494)  0.08
C (0.260, -1.710, 1.289)  0.13
C (1.485, -2.743, 3.127)  0.01
C (0.036, -4.118, 1.604)  0.01
C (0.487, 3.755, -3.857)  0.00
C (1.642, 0.321, -1.881)  0.07
C (-2.699, -0.854, -0.627)  0.01
C (0.131, 1.771, 2.291)  0.01
C (-0.936, -2.387, -2.176)  0.00
C (2.754, 1.042, 1.625)  0.00
C (1.742, 3.546, 0.637)  0.00
C (-0.371, 4.863, -4.025)  0.00
C (-1.007, -2.543, 3.246)  0.01
C (-2.146, -0.071, -3.377)  0.00
C (0.284, -0.802, 0.448)  -0.06
C (0.199, -2.767, 2.301)  0.02
H (0.039, -4.922, 2.349)  0.00
H (-1.666, -2.799, -2.884)  0.00
H (-2.288, -1.176, 0.338)  0.00
H (0.864, 4.166, 0.413)  0.00
H (-0.904, -1.584, 3.777)  0.00
H (-1.382, 4.472, -4.223)  0.00
H (3.384, 0.675, 0.809)  0.00
H (-0.928, -2.976, -1.248)  0.00
H (-3.203, 0.111, -0.502)  0.00
H (-0.920, -4.171, 1.066)  0.00
H (-1.047, -3.335, 4.000)  0.00
H (2.420, 3.609, -0.223)  0.00
H (1.473, -3.562, 3.855)  0.00
H (2.351, -2.856, 2.464)  0.00
H (-0.729, 2.408, 2.052)  0.00
H (1.575, -1.804, 3.690)  0.00
H (0.071, -2.404, -2.604)  0.00
H (-0.306, 5.474, -3.110)  0.00
H (0.640, 2.148, 3.187)  0.00
H (-3.410, -1.607, -0.990)  0.00
H (-2.866, -0.811, -3.752)  0.00
H (-0.216, 0.747, 2.472)  0.00
H (3.283, 1.801, 2.214)  0.00
H (2.478, 0.188, 2.260)  0.00
H (0.861, -4.270, 0.900)  0.00
H (-1.364, 0.085, -4.130)  0.00
H (-2.658, 0.888, -3.227)  0.00
H (-0.030, 5.471, -4.903)  0.00
H (2.249, 3.945, 1.526)  0.00
H (-1.949, -2.576, 2.678)  0.00

Output
<S²> = 3.81
Total charge = +2
Relative energy (zero: lowest compared OMol25 entry of this formula, charge and spin) = 0.0 kJ/mol
Spin multiplicity = 4
Calculated total energy = -2764.272897 a.u.
E_HOMO (alpha / beta) = -14.59 / -14.44 eV
Gap between HOMO and LUMO (alpha / beta) = 6.50 / 6.34 eV

DFT (ωB97M-V/def2-TZVPD) results for a molecular structure, C26H27ClN5O2S4Ti.

Last column: natural (NBO) charge in e.
Geometry (Å):
Ti (-1.109, -0.422, 0.298)  1.05
Cl (-2.608, -4.401, 2.615)  0.01
S (-2.626, -0.122, -1.523)  -0.06
S (-0.075, -1.656, -1.693)  0.42
S (-2.981, 0.729, 1.107)  0.00
S (-0.116, 1.748, 1.117)  0.43
O (-1.552, -2.217, 0.928)  -0.71
O (-0.863, -0.923, 2.516)  -0.64
N (2.221, 0.586, -2.059)  -0.08
N (1.287, 1.288, -1.389)  -0.35
N (0.881, 1.303, -3.506)  -0.18
N (2.009, 0.597, -3.316)  -0.04
N (1.140, -0.940, 0.671)  -0.51
C (0.826, 2.784, -5.512)  -0.23
C (-1.317, -2.027, 2.183)  0.80
C (-1.405, -3.651, -3.118)  -0.21
C (1.474, 1.224, 1.797)  -0.57
C (-1.081, 2.044, 2.581)  -0.25
C (3.645, -1.803, 1.440)  -0.11
C (-0.607, 2.787, 3.651)  -0.20
C (1.609, -2.134, 0.253)  0.24
C (-2.551, -4.107, -3.751)  -0.20
C (0.752, -2.917, -0.704)  -0.57
C (1.922, -0.150, 1.408)  0.27
C (-1.456, -2.443, -2.441)  -0.14
C (0.458, 1.725, -2.313)  0.18
C (-3.227, 1.834, 3.626)  -0.24
C (-3.741, -2.117, -3.072)  -0.20
C (-2.605, -1.661, -2.412)  -0.20
C (2.333, 2.756, -5.736)  -0.61
C (3.185, -0.560, 1.817)  -0.23
C (-1.551, -3.114, 3.192)  -0.50
C (-1.446, 3.026, 4.730)  -0.20
C (-3.707, -3.337, -3.731)  -0.18
C (0.326, 1.504, -4.845)  -0.21
C (2.854, -2.599, 0.629)  -0.23
C (-2.749, 2.548, 4.714)  -0.18
C (-2.388, 1.573, 2.550)  -0.07
C (0.399, 4.026, -4.739)  -0.62
H (1.393, 1.294, 2.882)  0.27
H (-0.680, 4.057, -4.575)  0.21
H (3.204, -3.557, 0.271)  0.24
H (-0.428, 2.315, -2.152)  0.24
H (-2.539, -5.058, -4.265)  0.23
H (-4.246, 1.471, 3.610)  0.23
H (-1.086, 3.597, 5.574)  0.23
H (-1.969, -2.664, 4.089)  0.26
H (0.398, 3.190, 3.648)  0.22
H (0.897, 4.079, -3.767)  0.20
H (4.625, -2.139, 1.749)  0.24
H (0.675, 4.928, -5.285)  0.23
H (-0.759, 1.509, -4.733)  0.22
H (-0.494, -4.234, -3.150)  0.22
H (1.376, -3.544, -1.339)  0.25
H (-0.004, -3.526, -0.208)  0.27
H (2.649, 3.637, -6.294)  0.22
H (-0.581, -3.544, 3.443)  0.25
H (-4.648, -1.529, -3.048)  0.24
H (2.644, 1.873, -6.295)  0.22
H (2.225, 1.937, 1.457)  0.27
H (0.328, 2.798, -6.487)  0.22
H (-4.599, -3.693, -4.230)  0.23
H (0.611, 0.619, -5.412)  0.24
H (2.873, 2.756, -4.788)  0.21
H (3.799, 0.102, 2.412)  0.24
H (-3.402, 2.740, 5.555)  0.23

Output
Total charge = +1
Relative energy (zero: lowest compared OMol25 entry of this formula, charge and spin) = 3.1 kJ/mol
Calculated total energy = -4333.575636 a.u.
E_HOMO = -10.79 eV
Gap between HOMO and LUMO = 7.17 eV

DFT (ωB97M-V/def2-TZVPD) results for a molecular structure, C25H20N2O3PSSbSe4Zr.

Last column: natural (NBO) charge in e.
Geometry (Å):
Sb (-3.077, 0.231, 3.509)  1.06
Zr (-1.075, 1.223, 0.963)  1.15
Se (-3.105, -0.150, 0.888)  -0.43
Se (-0.694, 1.378, 3.390)  -0.42
Se (-4.620, 1.924, 4.096)  -0.55
Se (-2.944, -1.952, 4.443)  -0.62
S (-1.743, 4.046, -0.048)  2.30
P (0.761, -0.943, 0.769)  0.89
O (-0.788, 1.006, -1.548)  -0.60
O (-2.394, 3.245, 1.011)  -0.92
O (-1.291, 5.355, 0.266)  -0.86
N (-0.584, 2.984, -0.483)  -0.95
N (0.227, -2.255, 3.518)  -0.81
C (-3.703, 3.337, -4.013)  -0.18
C (2.013, -0.474, -1.760)  -0.14
C (0.208, -2.449, -0.088)  -0.29
C (2.632, 0.383, -2.654)  -0.21
C (2.995, 1.666, -2.265)  -0.20
C (-3.690, 4.728, -2.023)  -0.19
C (1.536, -2.061, 3.225)  0.31
C (3.858, -2.353, 3.854)  -0.14
C (0.767, -3.688, 0.210)  -0.14
C (1.767, -0.052, -0.457)  -0.35
C (4.284, -1.821, 2.637)  -0.28
C (-0.624, -4.725, -1.452)  -0.19
C (-0.782, -2.359, -1.066)  -0.22
C (2.758, 2.089, -0.967)  -0.19
C (2.152, 1.227, -0.065)  -0.22
C (-1.188, -3.490, -1.751)  -0.20
C (0.349, -4.824, -0.469)  -0.23
C (2.519, -2.471, 4.145)  -0.30
C (-2.663, 2.554, -3.520)  -0.15
C (-1.063, 2.209, -1.503)  0.63
C (-2.649, 3.956, -1.559)  -0.24
C (-4.204, 4.403, -3.276)  -0.18
C (1.958, -1.498, 2.007)  -0.48
C (3.329, -1.401, 1.734)  -0.15
C (-2.135, 2.891, -2.294)  -0.15
H (0.782, -5.786, -0.230)  0.22
H (-0.951, -5.610, -1.982)  0.22
H (-1.229, -1.400, -1.301)  0.23
H (1.713, -1.466, -2.073)  0.22
H (-5.016, 4.993, -3.680)  0.23
H (3.648, -0.981, 0.790)  0.22
H (-1.952, -3.412, -2.513)  0.22
H (-4.092, 5.549, -1.445)  0.25
H (-2.262, 1.711, -4.067)  0.24
H (1.992, 1.545, 0.964)  0.23
H (2.203, -2.891, 5.093)  0.21
H (3.468, 2.334, -2.973)  0.22
H (1.529, -3.762, 0.976)  0.22
H (-4.132, 3.118, -4.982)  0.23
H (5.337, -1.736, 2.408)  0.22
H (4.590, -2.682, 4.582)  0.21
H (-0.525, -1.910, 2.947)  0.41
H (2.826, 0.050, -3.666)  0.22
H (3.043, 3.087, -0.660)  0.23
H (-0.068, -2.616, 4.406)  0.41

Output
Relative energy (zero: lowest compared OMol25 entry of this formula, charge and spin) = 50.8 kJ/mol
Calculated total energy = -11932.634046 a.u.
E_HOMO = -7.62 eV
Gap between HOMO and LUMO = 6.52 eV

DFT (ωB97M-V/def2-TZVPD) results for a gas-phase ion, C3H12NSi (charge +1).

Last column: natural (NBO) charge in e.
Geometry (Å):
Si (1.390, 0.400, 0.111)  1.09
N (-1.408, -0.518, 0.172)  -0.65
C (1.255, -0.412, 1.785)  -1.13
C (-0.291, -0.318, -0.716)  -0.41
C (-0.680, 0.738, -1.722)  -0.62
H (1.936, -0.160, 2.564)  0.28
H (-1.540, 0.504, -2.270)  0.22
H (0.164, 0.829, -2.448)  0.25
H (-1.327, -1.266, 0.767)  0.44
H (0.967, 1.891, 0.311)  -0.16
H (0.337, -0.309, 2.385)  0.24
H (-2.365, -0.793, -0.318)  0.44
H (0.003, -1.266, -1.130)  0.23
H (1.346, -1.522, 1.477)  0.23
H (-0.764, 1.552, -1.029)  0.22
H (2.663, 0.353, -0.619)  -0.09
H (-1.686, 0.297, 0.678)  0.44

Output
Total charge = +1
Relative energy (zero: lowest compared OMol25 entry of this formula, charge and spin) = 145.4 kJ/mol
Calculated total energy = -465.446481 a.u.
E_HOMO = -14.88 eV
Gap between HOMO and LUMO = 11.15 eV
Structure (SMILES) = C[SiH2][C@H](C)[NH3+]